i) The following is a quantum chemistry calculation of a 2-piece molecular cluster, C5H9ClSi overall, from the Open Molecules 2025 dataset.

```
16
C5H9ClSi wB97M-V/def2-TZVPD
Cl -2.424 -2.131 2.930
Si -1.253 -0.622 2.033
C 0.839 -0.521 -1.469
C 1.780 -0.156 -0.841
C -2.217 1.114 1.751
C 3.112 0.066 -0.296
C -0.427 -0.575 -2.102
H -3.224 0.903 2.159
H -0.392 -1.057 -3.031
H 3.141 0.962 0.301
H -0.916 0.465 -2.126
H -1.687 1.864 2.227
H 3.729 0.182 -1.207
H -1.147 -1.109 -1.500
H -2.356 1.413 0.766
H 3.442 -0.795 0.403
```

Calculated values
**Frontier orbital gap**: 7.600 eV
**Highest occupied orbital energy**: -8.19 eV

ii) The following is a quantum chemistry calculation of one molecule with the formula C5H9ClSi, from the Open Molecules 2025 dataset.

```
16
C5H9ClSi wB97M-V/def2-TZVPD
Cl 0.799 -2.559 -0.279
Si 0.939 -0.693 0.484
C 2.738 1.435 -0.179
C -1.994 -0.431 -0.504
C -0.954 0.495 -0.044
C -3.105 -0.712 0.164
C 2.505 0.129 -0.157
H 2.000 2.151 0.143
H -0.616 1.157 -0.835
H 0.919 -0.774 1.944
H -3.327 -0.247 1.111
H 3.288 -0.541 -0.499
H -3.839 -1.403 -0.215
H 3.674 1.850 -0.522
H -1.803 -0.907 -1.457
H -1.222 1.050 0.844
```

Calculated values
**Frontier orbital gap**: 9.369 eV
**Highest occupied orbital energy**: -8.64 eV
**SMILES**: C=CC[Si@@H](Cl)C=C

Most stable one: ii), least stable one: i).

i) The following is a quantum chemistry calculation of one molecule with the formula C4H7N3S, from the Open Molecules 2025 dataset.

```
15
C4H7N3S wB97M-V/def2-TZVPD
S -3.095 0.305 0.130
N 1.945 0.595 0.146
N -1.596 -0.489 0.008
N 0.940 -0.207 0.012
C 1.410 1.824 0.214
C 1.089 -1.617 -0.247
C -0.233 0.403 0.011
C -0.022 1.773 0.111
H 1.897 -1.621 -1.026
H 2.134 2.571 0.085
H -3.655 -0.882 -0.097
H -1.483 -1.044 0.815
H -0.799 2.480 -0.134
H 1.404 -2.165 0.598
H 0.065 -1.928 -0.625
```

Calculated values
**Frontier orbital gap**: 9.180 eV
**Highest occupied orbital energy**: -8.57 eV
**SMILES**: Cn1nccc1NS

ii) The following is a quantum chemistry calculation of one molecule with the formula C4H7N3S, from the Open Molecules 2025 dataset.

```
15
C4H7N3S wB97M-V/def2-TZVPD
S -0.572 0.312 -1.727
N -1.717 -1.847 -0.588
N -0.280 -1.743 1.695
N -0.177 -0.734 0.720
C -0.890 -0.895 -0.448
C 0.001 1.769 -0.782
C 1.399 1.721 -0.377
C 2.548 1.635 -0.015
H -0.645 1.895 0.081
H 0.754 -0.365 0.634
H -0.448 -2.617 1.218
H 3.541 1.585 0.304
H -0.165 2.619 -1.464
H -1.137 -1.564 2.206
H -2.213 -1.770 -1.456
```

Calculated values
**Frontier orbital gap**: 10.014 eV
**Highest occupied orbital energy**: -9.30 eV
**SMILES**: [H]/N=C(/NN)SCC#C

Most stable one: i), least stable one: ii).

i) The following is a quantum chemistry calculation of a 3-piece molecular cluster, C4H14NO3 overall, from the Open Molecules 2025 dataset.

```
22
C4H14NO3 wB97M-V/def2-TZVPD
O 1.272 -0.503 1.468
O 0.926 -1.456 -3.514
O 0.915 -1.699 -0.881
N -1.475 -0.659 1.349
C 1.279 0.801 0.890
C -1.082 1.432 0.114
C -1.346 -0.086 0.031
C 0.064 1.745 1.034
H -0.905 1.727 -0.927
H -1.976 -1.536 1.278
H 2.242 1.281 1.081
H -0.517 -0.672 -0.528
H -1.930 2.016 0.472
H 1.031 -1.082 0.723
H 1.223 0.649 -0.209
H 0.248 -2.381 -0.665
H 1.875 -1.605 -3.551
H -0.625 -0.803 1.887
H -2.308 -0.254 -0.448
H 0.781 -1.406 -2.546
H -0.222 1.761 2.097
H 0.532 2.728 0.845
```

Calculated values
**Frontier orbital gap (spin up / spin down)**: 10.718 / 6.217 eV
**Multiplicity**: 2
**Highest occupied orbital energy (spin up / spin down)**: -10.19 / -9.67 eV

ii) The following is a quantum chemistry calculation of a 3-piece molecular cluster, C4H14NO3 overall, from the Open Molecules 2025 dataset.

```
22
C4H14NO3 wB97M-V/def2-TZVPD
O 0.203 -0.931 1.449
O 2.061 0.155 2.653
O -1.345 -0.341 3.190
N -0.478 1.263 -0.748
C 0.513 0.197 -0.653
C -1.677 0.828 -1.519
C 1.146 -0.104 -1.953
C -0.003 -1.078 0.059
H -1.082 -1.471 -0.127
H 2.297 0.964 2.211
H -0.706 0.313 2.840
H -2.460 0.394 -0.866
H 1.410 -0.575 2.123
H -1.408 -0.929 2.419
H 1.413 0.474 0.022
H -0.812 1.524 0.219
H -2.230 1.685 -1.847
H 0.553 -0.871 -2.449
H 2.177 -0.492 -1.965
H 1.240 0.852 -2.519
H 0.558 -1.976 -0.229
H -1.369 0.121 -2.312
```

Calculated values
**Frontier orbital gap (spin up / spin down)**: 10.261 / 6.502 eV
**Multiplicity**: 2
**Highest occupied orbital energy (spin up / spin down)**: -9.64 / -9.57 eV

Most stable one: i), least stable one: ii).

i) The following is a quantum chemistry calculation of C2H11NO3 as an isolated structure, from the Open Molecules 2025 dataset.

```
17
C2H11NO3 wB97M-V/def2-TZVPD
O -1.267 1.262 -0.194
O 0.545 1.061 1.835
O -3.048 -0.473 0.481
N 1.216 -0.111 -0.502
C 1.996 -0.552 -1.636
C 0.928 -1.382 -0.252
H 2.995 -0.921 -1.263
H -2.196 -0.094 0.120
H 0.837 0.558 0.972
H -0.483 0.884 -0.576
H -2.910 -1.371 0.767
H 1.323 1.336 2.338
H 2.288 0.368 -2.252
H 1.562 -2.007 0.389
H 1.468 -1.195 -2.416
H -0.799 1.849 0.447
H 0.021 -1.821 -0.661
```

Calculated values
**Frontier orbital gap**: 7.581 eV
**Highest occupied orbital energy**: -9.15 eV

ii) The following is a quantum chemistry calculation of a 4-piece molecular cluster, C2H11NO3 overall, from the Open Molecules 2025 dataset.

```
17
C2H11NO3 wB97M-V/def2-TZVPD
O 4.221 -3.974 1.490
O -4.010 2.324 -0.796
O -2.690 3.011 1.567
N 0.566 -0.873 -0.688
C 2.080 -0.657 -0.617
C -0.141 -0.213 -1.478
H -1.730 3.164 1.524
H 4.785 -3.920 0.738
H -3.001 2.908 2.471
H 0.387 0.231 -2.253
H -1.198 0.055 -1.488
H -3.471 2.263 -1.617
H 4.457 -4.857 1.790
H 2.697 -1.422 -0.199
H 2.545 -0.514 -1.662
H 2.194 0.224 -0.054
H -3.432 2.310 0.049
```

Calculated values
**Frontier orbital gap**: 9.686 eV
**Highest occupied orbital energy**: -9.17 eV
**SMILES**: C=NC.O.O.O

Most stable one: ii), least stable one: i).